ORCA calculation (ωB97M-V/def2-TZVPD) on C5H7NO4 in the gas phase at a distorted geometry.

Last column: Löwdin charge in e.
Atoms and positions in Å:
H: -1.400 -1.627 1.352  0.0607
N: -2.173 -1.008 1.104  0.1864
C: -1.891 -0.380 0.039  -0.4645
O: -2.725 0.543 -0.442  0.0651
C: -0.580 -0.385 -0.704  -0.1811
O: 0.321 -1.374 -0.208  -0.0379
C: 1.206 -0.392 0.336  -0.2090
C: 2.636 -0.551 -0.114  -0.1853
O: 3.534 0.111 0.344  0.0760
C: 0.404 0.757 -0.314  -0.2387
O: -0.013 1.717 0.592  0.0285
H: -3.089 1.023 0.344  0.1441
H: -0.771 -0.491 -1.782  0.1632
H: 1.159 -0.350 1.437  0.1760
H: 2.805 -1.299 -0.921  0.1401
H: 0.891 1.201 -1.193  0.1652
H: -0.313 2.505 0.129  0.1112

Summary:
* SMILES string: [H]/N=C(/O)[C@@H]1O[C@@H](C=O)[C@@H]1O
* relative energy (zero: lowest compared OMol25 entry of this formula, charge and spin): 33.9 kcal per mole

---

ORCA calculation (ωB97M-V/def2-TZVPD) on a molecular structure, C18H21F5N3OPbSSi.

Last column: Löwdin charge in e.
Atoms and positions in Å:
Pb: -1.177 -2.250 -0.436  1.1865
N: -5.240 -0.466 0.952  0.1601
C: -4.038 -1.053 0.717  -0.5650
O: -3.729 -1.384 -0.424  -0.0896
C: -3.129 -1.238 1.908  -0.2519
C: -2.173 -2.405 1.717  -0.3571
H: -5.789 -0.182 0.158  0.1072
H: -5.446 -0.081 1.855  0.0960
H: -3.749 -1.278 2.815  0.1004
H: -2.549 -0.308 1.965  0.0980
H: -2.706 -3.358 1.802  0.0215
H: -1.391 -2.382 2.477  0.0199
C: 2.089 -3.388 1.668  -0.0293
C: 1.813 -1.914 1.664  -0.3604
C: 2.624 -1.003 2.311  -0.0674
C: 2.277 0.350 2.227  -0.0835
C: 1.180 0.753 1.510  -0.0308
C: 0.405 -0.223 0.828  -0.4685
N: 0.739 -1.529 0.976  0.0078
N: -0.670 -0.020 0.048  -0.1592
Si: -1.209 1.458 -0.667  0.3724
C: 0.187 2.684 -0.989  -0.1570
C: -2.445 2.320 0.475  -0.1773
C: -2.056 1.068 -2.279  -0.1721
H: 2.948 -3.632 2.292  0.0723
H: 2.289 -3.721 0.647  0.0786
H: 1.218 -3.936 2.034  0.0759
H: 3.501 -1.330 2.850  0.0991
H: 2.885 1.093 2.731  0.1039
H: 0.910 1.797 1.451  0.0876
H: 0.301 3.410 -0.180  0.0250
H: -0.015 3.240 -1.908  0.0351
H: 1.142 2.172 -1.118  0.0127
H: -2.006 2.509 1.459  0.0236
H: -3.349 1.722 0.616  0.0006
H: -2.745 3.283 0.051  0.0233
H: -1.384 0.491 -2.923  0.0108
H: -2.317 1.993 -2.802  0.0284
H: -2.965 0.481 -2.128  0.0148
F: 4.790 2.415 -1.271  0.0832
C: 3.914 1.495 -1.722  -0.1652
C: 3.135 1.745 -2.836  -0.1807
F: 3.250 2.928 -3.467  0.0891
C: 2.228 0.803 -3.279  -0.2741
F: 1.492 1.138 -4.354  0.0527
C: 2.048 -0.447 -2.668  -0.6438
S: 0.922 -1.626 -3.241  0.4183
C: 2.869 -0.656 -1.548  -0.2540
F: 2.819 -1.827 -0.888  0.0498
C: 3.770 0.280 -1.076  -0.1596
F: 4.532 0.013 0.000  0.0918

Summary:
* net charge: -1
* relative energy (zero: lowest compared OMol25 entry of this formula, charge and spin): 0.0 kcal per mole

---

ORCA calculation (ωB97M-V/def2-TZVPD) on 2 unconnected molecules or ions with the total composition C2H4NO4 at a distorted geometry.

Last column: Löwdin charge in e.
Atoms and positions in Å:
N: 0.547 0.458 1.108  0.1657
C: -0.736 0.844 1.378  -0.7017
O: -1.640 0.525 0.455  0.0679
O: -1.035 1.463 2.383  0.0009
H: 1.281 0.723 1.753  0.0969
H: 0.859 -0.091 0.312  0.0363
H: -1.291 -0.103 -0.235  0.0261
O: -0.613 -1.048 -1.245  -0.1008
C: 0.509 -0.938 -1.788  -0.6043
O: 1.597 -0.801 -1.237  -0.0826
H: 0.523 -1.031 -2.884  0.0958

Summary:
* net charge: -1
* relative energy (zero: lowest compared OMol25 entry of this formula, charge and spin): 2.4 kcal per mole

---

ORCA calculation (ωB97M-V/def2-TZVPD) on 13 unconnected molecules or ions with the total composition C20H66N2O13 at a distorted geometry.

Last column: Löwdin charge in e.
Atoms and positions in Å:
C: -0.401 -0.546 -5.716  -0.0710
C: 0.149 -0.453 -4.336  -0.3437
O: -0.468 0.549 -3.549  -0.0743
H: -1.245 -1.257 -5.743  0.0820
H: 0.331 -0.957 -6.355  0.0573
H: -0.717 0.439 -6.020  0.0772
H: 1.199 -0.380 -4.394  0.0789
H: 0.057 -1.439 -3.874  0.0905
H: -0.149 0.480 -2.647  0.0100
C: -2.551 2.164 3.016  -0.0697
C: -1.327 2.852 3.460  -0.2891
O: -1.763 4.184 3.576  -0.0346
H: -2.991 2.567 2.166  0.0331
H: -3.364 2.264 3.754  0.1089
H: -2.353 1.176 2.831  0.0200
H: -0.714 2.700 2.619  0.0849
H: -0.935 2.471 4.325  0.0941
H: -2.248 4.377 4.324  0.0484
C: 2.142 0.166 2.917  -0.0539
C: 2.208 1.741 2.767  -0.2622
O: 3.540 2.224 2.942  -0.0727
H: 2.068 -0.153 3.915  0.0650
H: 3.009 -0.306 2.498  0.0525
H: 1.274 -0.076 2.405  0.0013
H: 1.462 2.154 3.462  0.0922
H: 1.754 1.892 1.747  0.0968
H: 4.015 1.573 3.469  0.0774
C: -6.120 4.128 0.779  -0.0515
C: -4.603 4.125 0.588  -0.4142
O: -4.185 2.955 0.154  -0.0617
H: -6.484 5.108 1.092  0.0777
H: -6.360 3.400 1.515  0.0632
H: -6.517 3.880 -0.158  0.0567
H: -3.982 4.382 1.424  0.0945
H: -4.372 4.916 -0.168  0.1163
H: -3.222 2.933 0.083  0.0286
C: -2.958 -2.497 -1.112  -0.0996
C: -2.153 -1.537 -1.926  -0.3109
O: -2.356 -0.297 -1.262  -0.0822
H: -3.026 -3.523 -1.509  0.0820
H: -4.011 -2.149 -1.074  0.0836
H: -2.664 -2.492 -0.076  0.0398
H: -2.489 -1.528 -2.989  0.1246
H: -1.120 -1.903 -1.933  0.0906
H: -1.696 -0.192 -0.579  0.0044
C: 1.947 -4.184 -1.166  -0.0507
C: 1.469 -3.580 -2.447  -0.3776
O: 2.537 -3.623 -3.258  -0.0491
H: 2.870 -3.643 -0.794  0.0752
H: 2.398 -5.125 -1.249  0.0621
H: 1.133 -4.211 -0.413  0.0739
H: 1.046 -2.644 -2.391  0.0472
H: 0.667 -4.190 -2.852  0.1269
H: 2.132 -3.887 -4.086  0.1073
C: 1.029 -3.365 2.542  -0.0811
C: -0.243 -4.033 2.219  -0.2904
O: -0.725 -3.523 0.966  -0.0802
H: 1.745 -3.691 1.774  0.0895
H: 1.273 -3.764 3.443  0.0548
H: 0.935 -2.343 2.563  0.0186
H: -0.920 -3.980 3.054  0.0878
H: -0.086 -5.091 2.165  0.1057
H: -0.189 -2.856 0.598  -0.0176
C: 0.571 -0.256 -0.166  -0.5148
O: 0.966 -1.567 0.053  -0.0952
N: 0.964 0.424 -1.195  0.1892
N: -0.418 0.362 0.521  0.1609
H: 1.801 0.002 -1.723  0.1355
H: 0.807 1.403 -1.164  0.0628
H: -0.636 -0.050 1.448  0.0735
H: -0.805 1.325 0.337  0.1075
C: 2.748 3.639 -1.093  -0.0634
O: 1.454 3.109 -0.650  -0.1484
H: 2.765 4.474 -1.826  0.1032
H: 3.359 2.915 -1.436  0.0259
H: 3.260 4.007 -0.272  0.0587
H: 0.929 3.820 -0.239  0.0898
C: 4.247 -0.302 -2.389  -0.1080
O: 3.025 -0.889 -2.790  -0.1484
H: 4.189 0.758 -2.159  0.0666
H: 4.988 -0.494 -3.217  0.1086
H: 4.508 -0.797 -1.479  0.0444
H: 3.144 -1.727 -3.227  0.0547
C: -1.570 3.017 -1.736  -0.0865
O: -1.549 2.880 -0.289  -0.1205
H: -2.165 3.904 -2.081  0.1056
H: -2.127 2.209 -2.267  0.0995
H: -0.570 3.098 -2.179  0.0756
H: -1.284 3.726 -0.137  0.0379
C: -2.292 -1.354 3.256  -0.1135
O: -1.052 -0.764 2.914  -0.1617
H: -2.030 -2.251 3.826  0.0829
H: -2.714 -1.567 2.291  0.0829
H: -3.100 -0.820 3.790  0.0892
H: -0.461 -0.919 3.659  0.0924
C: 4.151 -2.037 0.835  -0.1300
O: 4.788 -3.371 0.597  -0.1242
H: 3.301 -1.839 0.144  0.0479
H: 4.856 -1.202 0.834  0.0813
H: 3.588 -2.118 1.754  0.0436
H: 5.684 -3.133 0.383  0.0505

Summary:
* relative energy (zero: lowest compared OMol25 entry of this formula, charge and spin): 65.2 kcal per mole

---

ORCA calculation (ωB97M-V/def2-TZVPD) on a molecular structure, C11H17Cl3O3Ti at a distorted geometry.

Last column: Löwdin charge in e.
Atoms and positions in Å:
C: -0.522 0.901 -2.161  -0.2980
C: -1.382 -0.238 -1.993  -0.3531
C: -0.539 -1.391 -1.775  -0.3314
C: -2.842 -0.277 -2.261  -0.1081
C: 0.808 -0.959 -1.648  -0.2941
C: 0.826 0.489 -1.901  -0.3054
C: 2.037 1.277 -1.920  -0.1545
C: -0.959 2.271 -2.573  -0.0821
C: -0.993 -2.812 -1.787  -0.0739
C: 2.009 -1.827 -1.392  -0.0617
Ti: -0.387 0.056 0.072  0.2787
Cl: -2.505 -0.213 0.836  -0.0047
Cl: -0.805 2.268 0.684  0.0459
Cl: -0.121 -1.997 1.344  0.0221
H: -3.332 0.663 -1.981  0.0690
H: -3.337 -1.074 -1.688  0.0486
H: -3.064 -0.457 -3.309  0.0695
H: -1.907 -2.967 -1.186  0.0744
H: -0.217 -3.500 -1.423  0.0635
H: -1.233 -3.113 -2.819  0.0765
H: 1.742 -2.615 -0.667  0.0427
H: 2.851 -1.263 -0.956  0.0777
H: 2.373 -2.324 -2.301  0.0699
H: 2.859 0.883 -1.319  0.0540
H: 1.832 2.446 -1.248  -0.0450
H: 2.414 1.615 -2.888  0.0553
H: -1.898 2.565 -2.069  0.0586
H: -1.152 2.314 -3.656  0.0726
H: -0.198 3.036 -2.341  0.0762
O: 2.697 3.049 -0.903  -0.3150
H: 2.601 3.327 0.047  -0.0057
O: 2.567 0.428 2.829  -0.0170
C: 1.547 0.415 2.174  -0.5896
O: 1.420 0.413 0.863  -0.3056
H: 0.558 0.436 2.704  0.0895

Summary:
* net charge: -2
* relative energy (zero: lowest compared OMol25 entry of this formula, charge and spin): 30.6 kcal per mole

---

ORCA calculation (ωB97M-V/def2-TZVPD) on 2 unconnected molecules or ions with the total composition C3H11NOS2 at a distorted geometry.

Last column: Löwdin charge in e.
Atoms and positions in Å:
C: -0.764 -2.216 -0.638  -0.0745
C: 0.402 -1.551 0.058  -0.5002
N: 1.656 -1.498 -0.738  0.0246
C: 0.038 -0.081 0.434  -0.5516
S: 0.360 0.459 2.127  0.4189
S: 2.304 1.143 2.131  0.3028
H: -0.906 -1.799 -1.644  0.0901
H: -0.726 -3.297 -0.678  0.0752
H: -1.677 -1.910 -0.159  0.0637
H: 0.606 -2.008 1.028  0.1078
H: 1.672 -2.235 -1.451  0.0710
H: 2.424 -1.693 -0.098  0.0655
H: 0.565 0.582 -0.252  0.0690
H: -1.033 0.061 0.380  0.0477
H: 2.900 -0.022 2.433  -0.2099
O: -2.543 5.553 -0.658  -0.0678
H: -2.728 5.921 -1.534  0.0348
H: -2.549 4.591 -0.741  0.0330

Summary:
* SMILES string: C[C@@H](N)CSS.O
* relative energy (zero: lowest compared OMol25 entry of this formula, charge and spin): 7.6 kcal per mole

---

ORCA calculation (ωB97M-V/def2-TZVPD) on a molecular structure, C20H35N2OSi3Ti at a distorted geometry.

Last column: Löwdin charge in e.
Atoms and positions in Å:
Ti: -9.214 -4.961 -9.729  0.9939
C: -8.867 -3.613 -13.985  0.0414
C: -10.209 -3.385 -14.285  0.0421
C: -11.200 -3.459 -13.301  0.0632
C: -10.844 -3.764 -11.993  -0.2181
N: -9.541 -3.965 -11.669  0.0251
C: -8.610 -3.853 -12.634  -0.0886
C: -11.753 -3.862 -10.910  -0.2068
C: -13.084 -3.531 -10.929  0.0661
C: -13.884 -3.745 -9.789  0.0534
C: -13.314 -4.421 -8.688  0.0302
C: -11.940 -4.738 -8.747  -0.0652
N: -11.179 -4.442 -9.825  -0.0061
H: -8.009 -3.414 -14.582  0.1316
H: -10.531 -3.158 -15.297  0.1436
H: -12.212 -3.104 -13.503  0.1389
H: -7.600 -3.831 -12.336  0.0922
H: -13.523 -3.159 -11.848  0.1367
H: -14.941 -3.518 -9.805  0.1400
H: -14.033 -4.686 -7.848  0.1634
H: -11.556 -5.216 -7.843  0.0896
C: -8.427 -3.941 -6.850  0.0284
O: -8.762 -4.941 -7.872  -0.4205
Si: -8.977 -6.733 -7.704  0.5118
C: -7.595 -7.526 -6.818  -0.1186
C: -10.483 -7.177 -6.754  -0.1246
C: -9.176 -6.840 -9.657  -0.4701
Si: -10.423 -8.175 -10.522  0.5044
C: -11.401 -7.329 -11.869  -0.1405
C: -9.568 -9.613 -11.233  -0.1672
C: -11.567 -9.009 -9.208  -0.1399
Si: -7.400 -6.939 -10.510  0.6176
C: -7.405 -7.197 -12.416  -0.1202
C: -6.881 -4.924 -10.172  -0.1452
C: -6.195 -8.174 -9.733  -0.1178
H: -7.342 -3.753 -6.909  0.1214
H: -8.615 -4.395 -5.877  0.1120
H: -9.043 -3.067 -7.041  0.1123
H: -7.610 -7.294 -5.753  0.0757
H: -6.626 -7.205 -7.215  0.0500
H: -7.690 -8.610 -6.891  0.0744
H: -10.407 -6.873 -5.727  0.0669
H: -10.637 -8.288 -6.847  0.0743
H: -11.384 -6.761 -7.175  0.0122
H: -10.892 -6.467 -12.262  0.0010
H: -12.393 -6.975 -11.465  0.0670
H: -11.594 -8.057 -12.641  0.0549
H: -8.918 -10.085 -10.497  0.0584
H: -9.084 -9.639 -12.207  0.0495
H: -10.424 -10.289 -11.314  0.0606
H: -12.450 -8.455 -8.874  0.0484
H: -10.970 -9.347 -8.390  0.0075
H: -11.959 -9.886 -9.752  0.0619
H: -8.094 -6.649 -12.971  0.0044
H: -7.515 -8.281 -12.544  0.0400
H: -6.372 -6.899 -12.639  0.0649
H: -7.527 -4.004 -10.450  0.0388
H: -6.135 -4.776 -11.011  0.0979
H: -6.442 -4.799 -9.228  0.0246
H: -5.290 -7.642 -9.382  0.0735
H: -5.902 -8.730 -10.609  0.0489
H: -6.576 -8.851 -8.991  0.0346

Summary:
* net charge: +3

---

Number 1: highest occupied orbital energy -10.127 eV, calculated total energy -550.38403 hartree. Number 2: highest occupied orbital energy -3.525 eV, calculated total energy -2318.02280 hartree. Number 3: highest occupied orbital energy -5.546 eV, calculated total energy -434.46314 hartree. Number 4: highest occupied orbital energy -9.199 eV, calculated total energy -1888.94248 hartree. Number 5: highest occupied orbital energy 0.714 eV, calculated total energy -2885.26581 hartree. Number 6: highest occupied orbital energy -9.062 eV, calculated total energy -1047.25526 hartree. Number 7: highest occupied orbital energy -18.481 eV, calculated total energy -2684.93148 hartree.